C8H12NO | ωB97M-V with the def2-TZVPD basis set

Output
E_tot	-12016.6119	eV
net charge	+1
orbital gap	10.2	eV
relative energy (zero: lowest compared OMol25 entry of this formula, charge and spin)	90.8	kcal/mol

Each line ends with the Mulliken charge.
Element x y z (Å)
C 1.14 1.24 -1.01  -0.857
N 0.30 0.08 -0.82  -0.133
C -1.05 0.45 -0.24  -0.141
C -2.07 -0.62 -0.68  -0.675
C -1.26 -1.85 -0.28  -0.118
C -0.07 -2.00 -0.08  -0.311
C 0.85 -0.96 0.22  1.123
O 2.33 -1.06 -0.12  -0.539
C 0.58 -0.17 1.47  -1.106
C -0.73 0.55 1.25  -0.770
H 1.11 1.83 -0.06  0.355
H 2.16 1.11 -1.41  0.290
H 0.54 1.84 -1.77  0.372
H 0.08 -0.22 -1.75  0.316
H -1.45 1.38 -0.48  0.455
H -2.25 -0.47 -1.71  0.429
H -2.88 -0.40 0.00  0.381
H 2.78 -1.88 -0.11  0.328
H 1.33 0.45 1.74  0.478
H 0.56 -0.95 2.32  0.346
H -1.46 0.11 1.79  0.432
H -0.54 1.53 1.71  0.345

C8H12NO2 | ωB97M-V with the def2-TZVPD basis set

Output
E_tot	-14066.1590	eV
net charge	+1
orbital gap	9.0	eV
relative energy (zero: lowest compared OMol25 entry of this formula, charge and spin)	45.3	kcal/mol

Each line ends with the Mulliken charge.
Element x y z (Å)
C -2.26 -0.13 1.37  -1.528
C -1.38 -0.43 0.17  0.705
N -0.59 0.39 -0.52  0.106
C -0.59 1.81 -0.63  -0.869
C 0.38 -0.32 -1.28  0.132
C 1.86 -0.08 -0.58  -0.103
O 2.12 1.24 -0.22  -0.488
C 1.84 0.29 0.85  -0.029
O 2.81 -0.26 1.57  -0.516
C -0.09 -1.71 -1.16  -0.589
C -1.19 -1.77 -0.31  -0.673
H -3.19 -0.58 1.22  0.472
H -2.52 0.89 1.66  0.374
H -1.89 -0.67 2.13  0.421
H -1.13 2.23 0.19  0.334
H 0.47 2.16 -0.46  0.336
H -1.06 2.22 -1.50  0.343
H 0.44 0.02 -2.40  0.422
H 2.78 -0.69 -0.86  0.337
H 0.96 0.42 1.46  0.413
H 3.66 0.13 1.22  0.395
H 0.26 -2.46 -1.82  0.513
H -1.68 -2.69 -0.09  0.491